Formula: C42H32BBrCdF4N4O4P
Source: the Open Molecules 2025 dataset
Level of theory: ωB97M-V with the def2-TZVPD basis set

ORCA input file:
```
! wB97M-V def2-TZVPD RIJCOSX def2/J DEFGRID3
* xyz -1 1
Cd 1.9026 -0.0967 -0.8106
Br 1.6770 -6.7161 1.9123
C 1.8612 -5.3282 3.1865
C 1.0464 -5.3241 4.3036
C 1.1800 -4.3053 5.2349
C 2.1011 -3.2872 5.0379
C 2.9461 -3.3265 3.9280
C 2.8206 -4.3428 2.9932
N 2.1955 -2.3224 6.0972
N 2.3416 -1.1045 5.9029
C 2.3520 -0.5175 4.6054
C 3.3737 0.3780 4.3729
C 3.6623 0.8751 3.1063
C 2.9227 0.4824 1.9771
O 3.1954 0.8429 0.7967
C 1.7607 -0.3669 2.2462
N 1.0002 -0.7027 1.1811
C -0.0712 -1.4414 1.3359
C -0.5099 -1.8501 2.6043
C 0.2449 -1.5365 3.6986
C 1.4534 -0.8260 3.5426
H 0.3227 -6.1144 4.4490
H 0.5654 -4.2854 6.1262
H 3.6859 -2.5523 3.7732
H 3.4396 -4.3588 2.1062
H 4.0088 0.6403 5.2124
H 4.4992 1.5440 2.9569
H -0.6011 -1.7234 0.4370
H -1.4268 -2.4150 2.6969
H -0.0670 -1.8387 4.6901
F 2.1519 -2.6550 -2.4202
B 2.6349 -3.0710 -1.1677
F 1.5496 -3.2786 -0.3076
F 3.4210 -1.9823 -0.6344
F 3.4265 -4.1995 -1.2609
N -0.4227 -0.8936 -1.8412
C -0.5509 -1.3319 -2.8925
C -0.7503 -1.8744 -4.2056
C 0.3008 -1.8134 -5.1218
C 0.1008 -2.3200 -6.3958
C -1.1207 -2.8753 -6.7507
C -2.1602 -2.9279 -5.8315
C -1.9784 -2.4267 -4.5538
H 1.2244 -1.3450 -4.8111
H 0.9064 -2.2781 -7.1168
H -1.2654 -3.2713 -7.7477
H -3.1113 -3.3622 -6.1091
H -2.7796 -2.4607 -3.8279
O 0.3044 1.9385 -0.1284
P -1.1244 2.3316 -0.0777
C -1.2874 4.0431 0.4958
C -0.1102 4.7649 0.6626
C -0.1625 6.0865 1.0870
C -1.3863 6.6857 1.3434
C -2.5640 5.9653 1.1819
C -2.5144 4.6461 0.7614
C -1.9572 2.2166 -1.6792
C -1.1492 1.9888 -2.7842
C -1.7097 1.8111 -4.0416
C -3.0856 1.8786 -4.1956
C -3.9012 2.1314 -3.0959
C -3.3406 2.2957 -1.8398
C -2.1433 1.3596 1.0633
C -2.8373 0.2379 0.6136
C -3.5489 -0.5471 1.5086
C -3.5586 -0.2260 2.8585
C -2.8478 0.8747 3.3171
C -2.1423 1.6647 2.4224
H 0.8341 4.2732 0.4636
H 0.7551 6.6446 1.2188
H -1.4256 7.7152 1.6759
H -3.5189 6.4312 1.3890
H -3.4331 4.0832 0.6514
H -0.0826 1.9097 -2.6509
H -1.0607 1.5953 -4.8809
H -3.5295 1.7293 -5.1719
H -4.9758 2.1848 -3.2172
H -3.9842 2.4538 -0.9832
H -2.8095 -0.0267 -0.4370
H -4.0849 -1.4171 1.1514
H -4.1086 -0.8433 3.5574
H -2.8352 1.1143 4.3721
H -1.5873 2.5224 2.7840
C 3.5042 2.4930 -3.9458
O 3.1698 1.8401 -2.7255
C 2.2507 0.8380 -2.8013
O 1.7414 0.5986 -3.8846
H 2.7094 3.1774 -4.2506
H 3.6636 1.7695 -4.7455
H 4.4145 3.0536 -3.7473
*
```

ΔE to the lowest compared entry with this formula, charge and spin	8.23	kcal per mole

Formula: C4H12
Source: the Open Molecules 2025 dataset
Level of theory: ωB97M-V with the def2-TZVPD basis set

ORCA input file:
```
! wB97M-V def2-TZVPD RIJCOSX def2/J DEFGRID3
* xyz 0 1
C -1.4572 -1.3172 -1.5338
C -1.4719 0.0395 -0.8728
H -1.3819 -2.2299 -1.0532
H -2.2388 -1.3246 -2.3238
H -0.4152 -1.5154 -1.9929
H -1.0956 0.7980 -1.4592
H -0.9179 0.0617 -0.0038
H -2.4359 0.3262 -0.6259
C 1.5585 1.3567 0.8501
C 1.3140 -0.0102 1.6454
H 2.5807 1.6201 1.1555
H 1.4637 1.2084 -0.3244
H 0.9059 2.0645 1.2236
H 1.6938 -0.8649 1.0731
H 0.2851 -0.1883 1.5453
H 1.6128 -0.0246 2.6965
*
```

ΔE to the lowest compared entry with this formula, charge and spin	28.70	kcal per mole
SMILES	CC.CC

Formula: C4H17NO7
Source: the Open Molecules 2025 dataset
Level of theory: ωB97M-V with the def2-TZVPD basis set

ORCA input file:
```
! wB97M-V def2-TZVPD RIJCOSX def2/J DEFGRID3
* xyz 0 1
O -1.2124 -3.5206 -1.2560
C -0.3844 -2.6604 -1.1728
O 0.4014 -2.2649 -2.1962
C -0.0377 -1.8740 0.0802
C -0.1333 -0.3671 -0.2048
C -0.2454 0.5031 1.0588
O -1.5913 0.9929 1.2373
N -0.8649 -2.2595 1.2180
H 0.2712 -2.8190 -2.9761
H 0.9695 -2.1268 0.4223
H 0.7752 -0.0324 -0.6975
H -1.0178 -0.2194 -0.8227
H 0.3067 1.4209 0.8802
H 0.1133 -0.0444 1.9216
H -1.7541 -1.7790 1.2598
H -1.0651 -3.2451 1.2398
H -2.0547 0.4677 1.8979
H -0.5114 1.9136 -1.7362
H 0.6608 1.4780 -2.7042
O 0.2919 2.1930 -2.1858
H -2.6819 1.7792 -0.0783
H -2.7032 3.3281 -0.0312
O -2.9387 2.5753 -0.5723
H 1.7897 2.7160 -1.1228
H 3.3422 2.6800 -0.9712
O 2.5177 2.6766 -0.4844
H 2.9522 -1.0047 2.1715
H 2.1612 -0.3484 3.3173
O 2.6435 -0.1589 2.5079
*
```

ΔE to the lowest compared entry with this formula, charge and spin	0.00	kcal per mole
SMILES	N[C@H](CCO)C(=O)O.O.O.O.O